Version i
{
  "formula": "C6H10N",
  "method": "ωB97M-V with the def2-TZVPD basis set",
  "spin_multiplicity": 1,
  "e_homo_ev": -14.43,
  "e_lumo_ev": -3.524,
  "charge": 1,
  "orbital_gap_ev": 10.91,
  "symbols": ["N", "C", "C", "C", "C", "C", "C", "H", "H", "H", "H", "H", "H", "H", "H", "H", "H"],
  "xyz": [[0.37, 0.59, -0.07], [-0.04, 0.02, -1.36], [1.80, 0.71, 0.41], [-0.59, -1.81, 0.43], [-1.64, 0.61, 0.33], [-0.73, -0.45, -0.09], [-0.67, 1.52, 0.35], [2.44, -0.15, 0.35], [2.30, 1.43, -0.16], [-2.79, 0.76, 0.33], [-1.24, -2.39, -0.22], [-0.49, 2.54, 0.64], [-0.84, -1.93, 1.45], [1.59, 0.88, 1.39], [0.70, -0.69, -1.63], [-0.46, 0.59, -2.19], [0.30, -2.24, 0.03]],
  "lowdin_charge": [-0.13, 0.08, 0.09, 0.04, 0.06, -0.34, 0.03, 0.11, 0.10, 0.17, 0.12, 0.14, 0.10, 0.08, 0.13, 0.15, 0.09]
}

=====

Version ii
{
  "formula": "C6H10N",
  "method": "ωB97M-V with the def2-TZVPD basis set",
  "spin_multiplicity": 1,
  "e_homo_ev": -13.33,
  "e_lumo_ev": -3.792,
  "charge": 1,
  "orbital_gap_ev": 9.53,
  "symbols": ["N", "C", "C", "C", "C", "C", "C", "H", "H", "H", "H", "H", "H", "H", "H", "H", "H"],
  "xyz": [[-0.69, -1.40, 1.75], [1.01, 1.24, 0.72], [0.25, 0.82, 1.85], [0.46, 0.01, -0.07], [-0.19, 0.41, -1.41], [-0.23, -0.14, 1.15], [0.56, 0.59, -2.53], [0.19, 0.52, -3.48], [0.93, -0.92, -0.21], [0.07, -1.93, 2.07], [0.31, 1.28, 2.84], [-1.21, 0.64, -1.36], [-0.98, -1.87, 0.87], [1.49, 0.21, -2.37], [1.81, 0.81, 1.14], [-1.40, -1.33, 2.43], [0.98, 2.14, 0.15]],
  "lowdin_charge": [0.29, -0.04, 0.02, -0.22, -0.08, -0.29, 0.08, 0.05, 0.15, 0.15, 0.16, 0.09, 0.20, 0.04, 0.10, 0.17, 0.14]
}

=====

Version iii
{
  "formula": "C6H10N",
  "method": "ωB97M-V with the def2-TZVPD basis set",
  "spin_multiplicity": 1,
  "e_homo_ev": -12.93,
  "e_lumo_ev": -3.855,
  "charge": 1,
  "orbital_gap_ev": 9.07,
  "symbols": ["N", "C", "C", "C", "C", "C", "C", "H", "H", "H", "H", "H", "H", "H", "H", "H", "H"],
  "xyz": [[-2.40, -0.61, 1.48], [0.08, 0.58, -0.64], [2.57, 0.50, -0.20], [-1.47, 0.18, 0.52], [-1.28, 0.33, -1.04], [1.32, 0.64, -0.90], [-0.22, 0.41, 0.70], [-1.49, -0.71, -1.35], [0.29, 0.38, 1.60], [3.29, 1.34, -0.38], [1.66, 0.70, -1.94], [-1.92, 0.97, -1.69], [-3.30, -0.11, 1.54], [-2.68, -1.55, 1.25], [-1.93, -0.37, 2.41], [2.67, 0.44, 0.83], [3.04, -0.37, -0.72]],
  "lowdin_charge": [0.25, -0.28, -0.07, -0.13, 0.00, -0.10, -0.02, 0.13, 0.12, 0.12, 0.14, 0.14, 0.17, 0.16, 0.21, 0.05, 0.12]
}

=====

Most favorable first, least favorable last: version i, version iii, version ii

=====

Version i
{
  "formula": "C6H10N",
  "method": "ωB97M-V with the def2-TZVPD basis set",
  "spin_multiplicity": 1,
  "e_homo_ev": -13.90,
  "e_lumo_ev": -5.591,
  "charge": 1,
  "orbital_gap_ev": 8.31,
  "symbols": ["N", "C", "C", "C", "C", "C", "C", "H", "H", "H", "H", "H", "H", "H", "H", "H", "H"],
  "xyz": [[0.64, 0.42, 1.61], [0.39, 0.30, -1.47], [-1.48, 2.22, -1.12], [0.20, -0.60, -0.39], [1.28, -0.67, 1.02], [-1.00, -1.44, -0.06], [-0.78, 1.26, -1.19], [1.29, -1.53, 1.59], [-0.72, -2.45, -0.19], [-1.94, -1.28, -0.57], [-1.59, 3.34, -0.90], [0.28, -0.11, -2.54], [-1.22, -1.27, 1.01], [1.10, 1.30, 1.66], [-0.04, 0.21, 2.32], [2.17, -0.39, 0.72], [1.42, 0.70, -1.50]],
  "lowdin_charge": [0.08, -0.12, 0.13, -0.01, -0.10, -0.01, -0.12, 0.11, 0.10, 0.10, 0.11, 0.19, 0.11, 0.11, 0.12, 0.07, 0.15]
}

=====

Version ii
{
  "formula": "C6H10N",
  "method": "ωB97M-V with the def2-TZVPD basis set",
  "spin_multiplicity": 1,
  "e_homo_ev": -12.86,
  "e_lumo_ev": -3.521,
  "charge": 1,
  "orbital_gap_ev": 9.33,
  "symbols": ["N", "C", "C", "C", "C", "C", "C", "H", "H", "H", "H", "H", "H", "H", "H", "H", "H"],
  "xyz": [[-0.75, -0.50, 1.00], [-0.95, -0.41, -0.45], [-1.45, 0.91, -0.96], [1.54, -1.19, 0.15], [0.73, 1.30, 0.09], [0.02, 1.04, -1.21], [0.46, -0.17, 0.22], [-0.79, -1.42, 1.42], [2.17, -0.98, -0.71], [1.77, 1.55, -0.02], [-1.93, 1.54, -0.21], [0.25, 1.93, 0.84], [-1.18, 0.23, 1.58], [2.17, -1.14, 1.04], [-1.16, -1.33, -0.98], [-2.05, 0.84, -1.86], [1.15, -2.20, 0.05]],
  "lowdin_charge": [0.22, -0.14, -0.11, 0.03, -0.09, 0.07, -0.39, 0.20, 0.12, 0.13, 0.13, 0.13, 0.20, 0.11, 0.18, 0.12, 0.10]
}

=====

Version iii
{
  "formula": "C6H10N",
  "method": "ωB97M-V with the def2-TZVPD basis set",
  "spin_multiplicity": 1,
  "e_homo_ev": -13.97,
  "e_lumo_ev": -4.593,
  "smiles": "C=C1C[C@@H]1C(C)=[NH2+]",
  "charge": 1,
  "orbital_gap_ev": 9.37,
  "symbols": ["N", "C", "C", "C", "C", "C", "C", "H", "H", "H", "H", "H", "H", "H", "H", "H", "H"],
  "xyz": [[2.33, 0.52, 0.73], [-2.26, -0.82, 0.75], [-0.16, 0.74, 0.41], [1.10, -1.02, -0.78], [1.19, 0.06, 0.18], [-1.17, 1.04, -0.76], [-1.46, 0.08, 0.25], [-1.66, 1.96, -0.52], [3.20, 0.07, 0.57], [-2.11, -1.28, 1.76], [-3.13, -1.28, 0.21], [2.37, 1.40, 1.21], [0.53, -0.60, -1.61], [1.98, -1.51, -1.14], [0.38, -1.73, -0.41], [-0.09, 1.61, 1.00], [-1.04, 0.76, -1.84]],
  "lowdin_charge": [0.26, 0.10, -0.11, 0.02, -0.15, 0.00, -0.32, 0.12, 0.14, 0.10, 0.11, 0.14, 0.10, 0.10, 0.12, 0.12, 0.14]
}

=====

Version iv
{
  "formula": "C6H10N",
  "method": "ωB97M-V with the def2-TZVPD basis set",
  "spin_multiplicity": 1,
  "e_homo_ev": -13.24,
  "e_lumo_ev": -5.209,
  "smiles": "C=[NH+]CCC#CC",
  "charge": 1,
  "orbital_gap_ev": 8.04,
  "symbols": ["N", "C", "C", "C", "C", "C", "C", "H", "H", "H", "H", "H", "H", "H", "H", "H", "H"],
  "xyz": [[-1.50, -1.39, 0.27], [0.06, -0.51, -1.44], [-1.40, -0.51, -0.78], [2.39, 2.02, 0.75], [0.99, 0.27, -0.67], [1.59, 1.06, -0.02], [-1.86, -1.15, 1.46], [2.95, 2.55, -0.08], [-1.84, -0.85, -1.69], [-1.38, 0.58, -0.53], [-1.40, -2.40, 0.02], [2.99, 1.36, 1.33], [-1.82, -0.16, 1.65], [0.41, -1.57, -1.45], [1.88, 2.79, 1.47], [-1.95, -1.91, 2.26], [-0.11, -0.20, -2.52]],
  "lowdin_charge": [0.03, -0.17, -0.16, -0.08, -0.08, -0.08, 0.22, 0.11, 0.13, 0.17, 0.22, 0.06, 0.09, 0.12, 0.12, 0.15, 0.15]
}

=====

Most favorable first, least favorable last: version iii, version iv, version ii, version i

=====

Version i
{
  "formula": "C3H4N2OS2",
  "method": "ωB97M-V with the def2-TZVPD basis set",
  "spin_multiplicity": 1,
  "e_homo_ev": -9.15,
  "e_lumo_ev": 0.525,
  "smiles": "[H]/N=c1\\c(S)con1S",
  "charge": 0,
  "orbital_gap_ev": 9.68,
  "symbols": ["S", "S", "O", "N", "N", "C", "C", "C", "H", "H", "H", "H"],
  "xyz": [[2.41, 0.38, 1.22], [-1.66, -0.87, -1.83], [0.49, 1.65, 0.09], [0.72, 0.51, 1.04], [0.44, -1.88, 0.63], [-0.43, 1.25, -0.76], [0.11, -0.69, 0.38], [-0.76, -0.05, -0.60], [-2.89, -0.99, -1.15], [2.58, 1.11, 2.50], [-0.22, -2.38, 0.03], [-0.79, 1.95, -1.58]],
  "lowdin_charge": [0.79, 0.78, -0.10, -0.37, 0.14, -0.17, -0.49, -0.63, -0.08, -0.06, 0.04, 0.16]
}

=====

Version ii
{
  "formula": "C3H4N2OS2",
  "method": "ωB97M-V with the def2-TZVPD basis set",
  "spin_multiplicity": 1,
  "e_homo_ev": -9.54,
  "e_lumo_ev": -0.554,
  "smiles": "O=CC(/C=N\\S)=N/S",
  "charge": 0,
  "orbital_gap_ev": 8.99,
  "symbols": ["S", "S", "O", "N", "N", "C", "C", "C", "H", "H", "H", "H"],
  "xyz": [[-1.49, 2.14, -0.02], [-1.86, -1.32, -0.70], [2.73, -0.54, -0.16], [-0.82, -1.41, 0.67], [0.07, 1.62, -0.52], [1.98, 0.30, -0.63], [0.05, -0.50, 0.83], [0.59, 0.52, -0.16], [0.69, -0.48, 1.70], [2.23, 0.98, -1.46], [-1.76, 1.21, 0.95], [-2.41, -2.53, -0.50]],
  "lowdin_charge": [0.75, 0.72, 0.06, -0.32, -0.31, -0.20, -0.28, -0.40, 0.12, 0.13, -0.13, -0.14]
}

=====

Most favorable first, least favorable last: version ii, version i

=====

Version i
{
  "formula": "C4H12O3",
  "method": "ωB97M-V with the def2-TZVPD basis set",
  "spin_multiplicity": 1,
  "e_homo_ev": -8.08,
  "e_lumo_ev": -0.001,
  "smiles": "C=CC=C.O.O.O",
  "charge": 0,
  "orbital_gap_ev": 8.08,
  "symbols": ["O", "O", "O", "C", "C", "C", "C", "H", "H", "H", "H", "H", "H", "H", "H", "H", "H", "H", "H"],
  "xyz": [[3.39, -5.65, 3.64], [-2.86, -5.81, 2.48], [0.59, -3.40, -1.49], [-0.16, 5.16, -3.07], [-0.05, 4.39, -1.96], [-0.90, 4.21, -0.90], [-0.66, 3.30, 0.09], [-0.23, -3.64, -1.31], [0.08, 2.56, 0.09], [-1.04, 3.66, 1.05], [-1.97, -5.77, 2.06], [-0.54, 6.24, -2.83], [-1.71, 4.92, -0.83], [2.68, -5.02, 3.52], [-2.47, -6.32, 3.24], [4.14, -5.07, 3.79], [0.21, 4.65, -3.98], [0.95, 4.07, -1.84], [0.55, -2.46, -1.73]],
  "lowdin_charge": [-0.06, -0.09, 0.00, 0.01, -0.28, -0.22, 0.03, -0.06, 0.03, 0.06, 0.04, 0.10, 0.10, 0.03, 0.05, 0.03, 0.07, 0.09, 0.05]
}

=====

Version ii
{
  "formula": "C4H12O3",
  "method": "ωB97M-V with the def2-TZVPD basis set",
  "spin_multiplicity": 1,
  "e_homo_ev": -8.44,
  "e_lumo_ev": 0.321,
  "smiles": "C=CC=C.O.O.O",
  "charge": 0,
  "orbital_gap_ev": 8.76,
  "symbols": ["O", "O", "O", "C", "C", "C", "C", "H", "H", "H", "H", "H", "H", "H", "H", "H", "H", "H", "H"],
  "xyz": [[-0.32, -0.70, 2.13], [2.33, 1.78, 1.02], [-0.73, 1.88, 0.53], [-1.79, -0.16, -2.14], [-0.13, -1.34, -0.63], [-0.57, -0.27, -1.51], [1.21, -1.52, -0.41], [-0.93, -2.04, -0.35], [0.01, -0.84, 2.99], [1.37, 1.71, 0.88], [1.93, -0.71, -0.26], [1.61, -2.59, -0.36], [2.31, 2.21, 1.88], [0.26, 0.41, -1.79], [-1.44, 2.48, 0.34], [-2.07, 0.71, -2.71], [-0.93, 1.05, 1.02], [-2.50, -1.01, -2.21], [0.37, -1.02, 1.59]],
  "lowdin_charge": [-0.01, -0.08, -0.06, 0.01, -0.22, -0.22, 0.00, 0.12, 0.04, -0.01, 0.06, 0.09, 0.04, 0.11, 0.04, 0.04, 0.03, 0.06, -0.04]
}

=====

Most favorable first, least favorable last: version ii, version i

=====

Version i
{
  "formula": "C4H12O3",
  "method": "ωB97M-V with the def2-TZVPD basis set",
  "spin_multiplicity": 1,
  "e_homo_ev": -10.44,
  "e_lumo_ev": 0.563,
  "smiles": "OCCCCO.O",
  "charge": 0,
  "orbital_gap_ev": 11.01,
  "symbols": ["O", "O", "O", "C", "C", "C", "C", "H", "H", "H", "H", "H", "H", "H", "H", "H", "H", "H", "H"],
  "xyz": [[3.00, 0.44, 1.07], [-0.56, -1.09, -1.65], [-3.64, -2.42, 1.33], [-0.89, -0.30, -0.53], [2.16, 0.56, -0.08], [-0.32, 1.12, -0.57], [0.92, 1.38, 0.26], [1.21, 2.43, 0.20], [0.17, -1.66, -1.43], [0.70, 1.18, 1.31], [-3.65, -2.34, 0.36], [3.21, -0.49, 1.16], [-0.54, -0.75, 0.40], [-0.20, 1.46, -1.59], [1.88, -0.42, -0.49], [2.71, 1.03, -0.88], [-3.12, -1.67, 1.63], [-1.08, 1.76, -0.10], [-1.96, -0.24, -0.41]],
  "lowdin_charge": [-0.06, -0.05, -0.06, -0.28, -0.26, -0.19, -0.19, 0.11, 0.08, 0.11, 0.03, 0.08, 0.12, 0.11, 0.11, 0.11, 0.02, 0.11, 0.10]
}

=====

Version ii
{
  "formula": "C4H12O3",
  "method": "ωB97M-V with the def2-TZVPD basis set",
  "spin_multiplicity": 1,
  "e_homo_ev": -8.66,
  "e_lumo_ev": 0.525,
  "smiles": "C=CC=C.O.O.O",
  "charge": 0,
  "orbital_gap_ev": 9.19,
  "symbols": ["O", "O", "O", "C", "C", "C", "C", "H", "H", "H", "H", "H", "H", "H", "H", "H", "H", "H", "H"],
  "xyz": [[-0.70, -2.64, 1.08], [-2.57, -0.63, -0.31], [0.14, -1.58, -1.56], [1.72, 1.80, 0.34], [2.83, 1.13, 0.08], [-0.72, 1.85, 0.67], [0.40, 1.15, 0.49], [-1.68, 1.41, 0.45], [0.28, 0.18, 0.02], [0.15, -2.28, -0.89], [-1.09, -1.88, 0.63], [0.16, -2.06, -2.40], [1.65, 2.88, 0.28], [-0.73, 2.89, 0.96], [2.84, 0.05, 0.14], [3.76, 1.62, -0.19], [-3.46, -0.70, -0.69], [-1.96, -0.61, -1.06], [-1.02, -2.57, 1.98]],
  "lowdin_charge": [-0.06, -0.06, -0.05, -0.20, 0.00, 0.01, -0.19, 0.03, 0.06, 0.03, -0.01, 0.06, 0.10, 0.06, 0.06, 0.05, 0.05, 0.03, 0.05]
}

=====

Version iii
{
  "formula": "C4H12O3",
  "method": "ωB97M-V with the def2-TZVPD basis set",
  "spin_multiplicity": 1,
  "e_homo_ev": -9.30,
  "e_lumo_ev": 0.225,
  "smiles": "C=CC=C.O.O.O",
  "charge": 0,
  "orbital_gap_ev": 9.52,
  "symbols": ["O", "O", "O", "C", "C", "C", "C", "H", "H", "H", "H", "H", "H", "H", "H", "H", "H", "H", "H"],
  "xyz": [[0.53, 0.40, -2.01], [2.06, 2.96, -1.33], [3.53, -1.67, -0.86], [-0.25, 0.72, 1.09], [-1.24, -0.06, 1.53], [-3.40, -1.19, 1.08], [-2.31, -0.59, 0.64], [-4.27, -1.44, 0.48], [1.11, -0.36, -1.82], [2.73, 2.26, -1.24], [-0.32, 0.01, -2.13], [-1.07, -0.72, 2.39], [0.52, 0.91, 1.83], [-2.04, -0.49, -0.42], [3.31, -2.26, -0.14], [-0.05, 0.91, 0.04], [1.48, 2.75, -0.61], [3.26, -0.79, -0.65], [-3.57, -1.35, 2.13]],
  "lowdin_charge": [-0.05, -0.05, -0.04, 0.00, -0.20, 0.00, -0.20, 0.05, 0.05, 0.03, 0.02, 0.11, 0.06, 0.09, 0.04, 0.03, 0.01, 0.01, 0.05]
}

=====

Version iv
{
  "formula": "C4H12O3",
  "method": "ωB97M-V with the def2-TZVPD basis set",
  "spin_multiplicity": 1,
  "e_homo_ev": -10.42,
  "e_lumo_ev": 0.711,
  "smiles": "C[C@@H](O)CCO.O",
  "charge": 0,
  "orbital_gap_ev": 11.13,
  "symbols": ["O", "O", "O", "C", "C", "C", "C", "H", "H", "H", "H", "H", "H", "H", "H", "H", "H", "H", "H"],
  "xyz": [[1.62, 3.01, 0.94], [-2.01, -1.16, -1.01], [2.02, 0.85, -1.22], [-0.08, 0.11, -0.14], [-1.26, -1.51, 1.39], [-0.94, -1.11, -0.07], [0.65, 0.48, -1.44], [0.17, 1.35, -1.85], [-2.74, -1.52, -0.50], [-0.33, -1.95, -0.41], [-0.87, -0.79, 2.11], [-0.47, 1.00, 0.28], [0.76, 0.00, 0.57], [2.41, 3.29, 0.47], [1.21, 2.30, 0.44], [-0.81, -2.49, 1.57], [0.64, -0.38, -2.10], [2.33, 0.10, -0.70], [-2.31, -1.58, 1.65]],
  "lowdin_charge": [-0.05, -0.02, -0.08, -0.16, -0.03, -0.43, -0.22, 0.12, 0.08, 0.13, 0.08, 0.10, 0.13, 0.04, -0.02, 0.08, 0.12, 0.09, 0.07]
}

=====

Most favorable first, least favorable last: version i, version iv, version ii, version iii